The following is a quantum chemistry calculation of a cluster of 2 separate species, C6H14N2 in total in a non-equilibrium geometry, from OMol25.

Geometry as XYZ:
```
22
Properties=species:S:1:pos:R:3:forces:R:3:mulliken_charge:R:1
C -1.832 -0.559 2.032 -1.540 -0.542 4.071 -0.683
C -1.879 -0.362 0.568 -2.179 2.980 -2.288 -0.736
C 0.148 -1.276 -0.217 1.274 -2.706 0.266 -0.677
C 1.618 -1.122 0.425 -2.765 5.816 0.770 -0.617
C 0.784 1.634 -0.959 1.425 1.096 6.638 -0.010
C 1.609 1.030 -2.076 -0.618 -0.078 -1.445 -0.957
H -0.782 -1.170 2.338 -3.284 1.648 -0.213 0.189
H -2.089 0.673 2.934 1.311 -3.591 -3.003 0.243
H -2.918 -1.097 2.241 3.140 0.799 0.182 0.257
H -2.598 0.575 0.451 1.514 -1.757 -0.342 0.280
H -2.346 -1.160 -0.150 0.434 0.950 2.061 0.463
H 0.216 -1.586 -1.382 0.058 -0.004 2.619 0.185
H -0.534 -1.943 0.448 1.887 -0.360 -1.782 0.386
H 1.580 -0.760 1.667 0.121 -1.613 -3.753 0.216
H 2.277 -1.881 0.121 0.972 -0.886 -0.002 0.400
H 1.825 0.003 -0.131 0.499 -3.826 2.200 -0.099
H 1.470 2.502 -0.359 -2.286 -1.628 -2.054 0.226
H 2.502 0.559 -1.647 0.029 0.348 0.077 0.444
H 1.025 0.115 -2.448 0.885 1.649 -0.552 0.233
H 2.067 1.871 -2.838 -1.806 -2.316 1.626 0.294
N -0.618 -0.127 -0.082 0.010 4.051 -0.302 0.616
N -0.009 1.161 0.099 0.916 -0.033 -4.775 -0.653
```
Positions in Å, forces in eV/Å.

Output
frontier orbital gap = 8.8 eV
electronic energy = -346.208404 Eh
LUMO energy = 0.9 eV
strongest force on any atom = 6.9 eV/Å
energy relative to the best compared isomer or geometry (same formula, charge and spin) = 8.6739 eV

---

The following is a quantum chemistry calculation of an isolated molecule of C7H9N in a non-equilibrium geometry, from OMol25.

Geometry as XYZ:
```
17
Properties=species:S:1:pos:R:3:forces:R:3:mulliken_charge:R:1
C 1.124 -0.252 1.396 1.105 -1.591 -3.310 -0.910
C 2.487 -0.055 0.805 1.446 0.739 -1.816 0.151
N 3.049 -0.770 -0.348 -1.748 -0.859 1.887 -0.415
C 1.885 0.062 -0.832 2.236 -1.409 2.614 -1.110
C 0.767 -0.072 0.015 -1.227 0.338 2.046 0.997
C -0.496 0.226 -0.470 -5.345 0.203 -1.412 -0.169
C -1.681 -0.097 0.135 0.438 1.673 0.194 -0.113
C -3.082 0.356 -0.251 -0.062 0.976 -2.639 -1.092
H 0.921 -1.167 1.910 -0.314 -0.286 0.735 0.220
H 2.898 0.934 0.976 0.634 -0.166 -0.139 0.297
H 2.647 -1.742 -0.372 0.835 0.906 0.386 0.328
H 2.248 0.833 -1.414 -0.128 1.626 -1.410 0.348
H -0.637 0.662 -1.483 0.557 -0.182 0.564 0.288
H -1.681 -0.479 1.138 0.476 -0.462 0.361 0.317
H -3.251 1.483 -0.192 0.699 -1.234 0.035 0.259
H -3.891 -0.038 0.346 0.108 -0.542 0.222 0.345
H -3.309 0.115 -1.360 0.288 0.268 1.682 0.260
```
Positions in Å, forces in eV/Å.

Output
frontier orbital gap = 7.9 eV
electronic energy = -326.652886 Eh
LUMO energy = 0.0 eV
strongest force on any atom = 5.5 eV/Å
energy relative to the best compared isomer or geometry (same formula, charge and spin) = 6.4786 eV

---

Which value of electronic energy does entry 1 give?
-346.208404 Eh